No. 1
{"formula": "C4H15NO3", "method": "ωB97M-V/def2-TZVPD", "species": ["C", "C", "C", "C", "N", "H", "H", "H", "H", "H", "H", "H", "H", "H", "H", "H", "O", "H", "H", "O", "H", "H", "O"], "positions_angstrom": [[0.5275, 0.4813, 0.5733], [0.2839, -0.5874, 1.6218], [-0.4886, -0.0329, 2.8024], [-1.0178, -0.8422, 3.7101], [0.7229, -0.0412, -0.7331], [1.3881, 1.1723, 0.6717], [-0.3827, 1.1415, 0.5278], [1.2248, -1.0663, 1.9372], [-0.1607, -1.4753, 1.1404], [-0.4915, 1.0595, 2.8717], [-0.9388, -1.9124, 3.7085], [-1.5983, -0.4440, 4.5439], [0.6315, 0.6662, -1.4530], [0.3527, -0.9824, -0.9205], [0.1903, 3.9719, 4.9475], [-0.4322, 2.5175, 4.6807], [-0.5503, 3.3785, 5.0724], [1.2828, -1.1480, -6.5487], [0.5688, -2.5352, -6.7253], [0.5077, -1.5918, -6.9090], [-0.9734, -0.1858, -5.6357], [-0.0373, -1.1380, -5.1239], [-0.6092, -0.4058, -4.7603]], "forces_ev_per_angstrom": [[0.3, -0.5, -0.3], [0.9, -0.6, 0.1], [0.4, -0.7, -0.2], [-0.5, 1.1, 0.5], [-1.8, 0.2, 0.5], [-0.3, 0.1, 0.6], [0.4, 0.0, -0.3], [0.1, 0.7, 0.1], [-0.7, 0.5, 0.1], [-0.4, -0.4, 0.1], [0.1, -0.3, -0.4], [0.3, 0.0, -0.2], [0.5, -0.2, -0.8], [0.5, 0.2, -0.3], [0.3, -0.4, -0.3], [0.6, 0.0, -0.1], [-1.0, 0.4, 0.4], [0.3, -0.3, -0.3], [0.3, 0.0, -0.1], [-0.2, 0.0, 0.0], [-0.3, 0.4, 0.5], [-0.8, 0.9, 0.9], [0.8, -1.0, -0.9]], "orbital_gap_ev": [10.282, 5.140], "s_squared": 0.7543, "e_tot_ev": -12013.673, "e_lumo_ev": [-3.4, -8.5], "charge": 1, "multiplicity": 2}

No. 2
{"formula": "C4H6O", "method": "ωB97M-V/def2-TZVPD", "species": ["C", "C", "C", "O", "C", "H", "H", "H", "H", "H", "H"], "positions_angstrom": [[-1.0966, -0.4439, -0.0553], [0.0190, 0.0074, 0.7815], [1.3034, -0.1788, -0.0203], [0.8419, 0.7200, -1.0584], [-0.3429, 0.9485, -0.3159], [-2.0932, -0.3274, 0.3828], [-1.0000, -1.1436, -0.8727], [-0.0523, 0.1246, 1.8532], [1.4693, -1.1870, -0.4202], [2.2078, 0.1846, 0.4727], [-1.2563, 1.2958, -0.7472]], "forces_ev_per_angstrom": [[0.1, -0.5, 0.0], [0.1, -0.2, 0.5], [0.3, -0.2, 0.2], [-0.2, -0.1, -0.2], [-1.1, -1.2, -0.6], [0.3, 0.1, -0.3], [0.2, -0.4, 0.2], [0.1, 0.0, 0.0], [0.0, 0.2, 0.2], [-0.1, 0.1, -0.1], [0.2, 2.2, 0.1]], "orbital_gap_ev": 9.535, "e_tot_ev": -6289.065, "e_lumo_ev": 1.2, "multiplicity": 1}

No. 3
{"formula": "C4H7NO2", "method": "ωB97M-V/def2-TZVPD", "species": ["O", "C", "O", "H", "C", "C", "C", "N", "H", "H", "H", "H", "H", "H"], "positions_angstrom": [[-0.7400, 1.3492, -1.2311], [-1.9068, 1.6824, -0.8658], [-2.5084, 1.3914, 0.1689], [-2.4000, 2.3925, -1.5774], [0.8665, -0.6606, 0.9993], [0.0828, -0.1014, 1.9420], [1.3568, -1.3670, -1.2229], [0.6876, -0.5635, -0.3393], [1.7170, -1.2743, 1.3123], [-0.8060, 0.4645, 1.6933], [0.3926, -0.1527, 2.9765], [1.1911, -1.2531, -2.2781], [2.0440, -2.1202, -0.8658], [0.0227, 0.2127, -0.7121]], "forces_ev_per_angstrom": [[-0.4, 0.3, -0.4], [0.4, 0.4, 0.0], [-0.2, -0.2, 0.0], [-0.2, -0.1, 0.0], [0.0, -0.1, 0.7], [0.2, 0.1, 0.0], [-0.1, 0.1, 0.2], [0.2, -0.3, -0.8], [0.0, 0.1, -0.1], [0.0, 0.0, -0.1], [0.0, -0.1, 0.1], [-0.1, 0.2, -0.1], [0.0, 0.0, 0.1], [0.3, -0.4, 0.4]], "orbital_gap_ev": [6.222, 8.687], "s_squared": 0.7623, "e_tot_ev": -9846.195, "e_lumo_ev": [4.3, 4.2], "charge": -1, "multiplicity": 2}

Copy entry 2 word for word.
{"formula": "C4H6O", "method": "ωB97M-V/def2-TZVPD", "species": ["C", "C", "C", "O", "C", "H", "H", "H", "H", "H", "H"], "positions_angstrom": [[-1.0966, -0.4439, -0.0553], [0.0190, 0.0074, 0.7815], [1.3034, -0.1788, -0.0203], [0.8419, 0.7200, -1.0584], [-0.3429, 0.9485, -0.3159], [-2.0932, -0.3274, 0.3828], [-1.0000, -1.1436, -0.8727], [-0.0523, 0.1246, 1.8532], [1.4693, -1.1870, -0.4202], [2.2078, 0.1846, 0.4727], [-1.2563, 1.2958, -0.7472]], "forces_ev_per_angstrom": [[0.1, -0.5, 0.0], [0.1, -0.2, 0.5], [0.3, -0.2, 0.2], [-0.2, -0.1, -0.2], [-1.1, -1.2, -0.6], [0.3, 0.1, -0.3], [0.2, -0.4, 0.2], [0.1, 0.0, 0.0], [0.0, 0.2, 0.2], [-0.1, 0.1, -0.1], [0.2, 2.2, 0.1]], "orbital_gap_ev": 9.535, "e_tot_ev": -6289.065, "e_lumo_ev": 1.2, "multiplicity": 1}

> What is the formula in the third record?

C4H7NO2